Record 1
{
  "formula": "C30H70FN8O8PS",
  "method": "ωB97M-V/def2-TZVPD",
  "elements": ["C", "C", "S", "C", "P", "C", "C", "C", "N", "O", "C", "F", "C", "C", "H", "H", "H", "H", "H", "H", "H", "H", "H", "H", "H", "H", "H", "H", "H", "H", "H", "H", "H", "H", "H", "C", "C", "O", "N", "C", "H", "H", "H", "H", "H", "H", "H", "C", "C", "O", "N", "C", "H", "H", "H", "H", "H", "H", "H", "C", "C", "O", "N", "C", "H", "H", "H", "H", "H", "H", "H", "C", "C", "O", "N", "C", "H", "H", "H", "H", "H", "H", "H", "C", "C", "O", "N", "C", "H", "H", "H", "H", "H", "H", "H", "C", "C", "O", "N", "C", "H", "H", "H", "H", "H", "H", "H", "C", "C", "O", "N", "C", "H", "H", "H", "H", "H", "H", "H"],
  "positions_angstrom": [[-4.14, -2.66, -4.17], [-4.16, -2.20, -2.72], [-3.47, -0.53, -2.59], [-3.62, -0.25, -0.81], [-2.16, 0.65, 0.06], [-1.04, -0.83, 0.06], [-0.23, -1.19, -1.19], [0.57, -0.06, -1.79], [-0.17, 0.85, -2.59], [1.75, 0.10, -1.55], [-0.96, 1.73, 1.08], [0.21, 1.96, 0.32], [-1.57, 3.04, 1.55], [-1.17, 4.28, 0.73], [-3.13, -2.84, -4.53], [-4.63, -1.93, -4.81], [-4.67, -3.60, -4.27], [-5.18, -2.19, -2.33], [-3.56, -2.87, -2.10], [-4.51, 0.35, -0.60], [-3.77, -1.22, -0.32], [-2.08, 1.58, -1.01], [-3.06, 0.80, 1.17], [-1.70, -1.67, 0.28], [-0.35, -0.73, 0.90], [0.51, -1.94, -0.91], [-0.89, -1.63, -1.95], [-0.31, 0.50, -3.53], [0.38, 1.71, -2.64], [-0.66, 1.14, 1.95], [-2.66, 2.96, 1.55], [-1.29, 3.20, 2.60], [-0.35, 4.83, 1.20], [-0.86, 4.01, -0.28], [-2.01, 4.96, 0.64], [1.62, 2.99, 3.66], [0.84, 2.07, 4.56], [0.18, 1.14, 4.13], [0.89, 2.32, 5.90], [1.61, 3.37, 6.59], [1.49, 2.67, 2.63], [1.29, 4.03, 3.75], [2.68, 2.96, 3.92], [0.35, 1.67, 6.45], [2.33, 2.94, 7.28], [0.91, 3.99, 7.16], [2.13, 4.00, 5.88], [6.48, 1.23, 1.49], [5.40, 1.44, 2.52], [5.62, 1.99, 3.60], [4.16, 0.98, 2.23], [3.70, 0.32, 1.02], [7.40, 1.66, 1.89], [6.64, 0.18, 1.27], [6.23, 1.74, 0.56], [3.49, 1.15, 2.96], [2.91, 0.89, 0.54], [3.30, -0.67, 1.25], [4.51, 0.20, 0.31], [-5.34, -5.02, -7.68], [-3.93, -5.05, -7.14], [-3.67, -5.28, -5.98], [-2.93, -4.79, -8.04], [-3.06, -4.48, -9.44], [-6.01, -5.25, -6.85], [-5.59, -4.05, -8.09], [-5.48, -5.76, -8.47], [-2.01, -4.82, -7.63], [-2.55, -5.22, -10.06], [-2.65, -3.50, -9.67], [-4.11, -4.47, -9.72], [-8.27, -3.86, -12.05], [-6.82, -3.88, -11.63], [-6.49, -4.15, -10.48], [-5.88, -3.57, -12.57], [-6.09, -3.23, -13.96], [-8.87, -4.13, -11.19], [-8.56, -2.88, -12.41], [-8.45, -4.58, -12.85], [-4.94, -3.59, -12.22], [-5.59, -3.94, -14.62], [-5.71, -2.23, -14.17], [-7.15, -3.24, -14.19], [-2.88, 2.33, 5.06], [-3.88, 3.44, 5.28], [-3.56, 4.62, 5.25], [-5.17, 3.08, 5.50], [-5.73, 1.75, 5.57], [-1.90, 2.78, 4.89], [-2.81, 1.68, 5.93], [-3.14, 1.73, 4.19], [-5.79, 3.87, 5.64], [-6.50, 1.61, 4.80], [-6.18, 1.56, 6.54], [-4.95, 1.02, 5.40], [3.26, 1.55, 10.09], [2.68, 2.79, 10.73], [1.55, 3.17, 10.50], [3.48, 3.47, 11.60], [4.84, 3.16, 11.99], [2.50, 1.13, 9.43], [4.14, 1.79, 9.50], [3.53, 0.80, 10.83], [3.04, 4.28, 12.00], [4.91, 2.99, 13.07], [5.52, 3.98, 11.73], [5.18, 2.27, 11.49], [10.10, -2.29, -0.64], [9.55, -1.06, 0.05], [8.45, -0.62, -0.21], [10.34, -0.45, 0.98], [11.66, -0.83, 1.42], [9.36, -2.64, -1.34], [11.02, -2.06, -1.17], [10.32, -3.08, 0.09], [9.91, 0.36, 1.40], [11.67, -1.05, 2.49], [12.38, -0.03, 1.23], [11.99, -1.71, 0.89]],
  "lumo_energy_ev": 0.54,
  "molar_mass_da": 752.977,
  "orbital_gap_ev": 7.97,
  "smiles": "CCSC[PH2](CCC(N)=O)[C@@H](F)CC.CNC(C)=O.CNC(C)=O.CNC(C)=O.CNC(C)=O.CNC(C)=O.CNC(C)=O.CNC(C)=O",
  "total_charge": 0,
  "energy_ha": -3064.48193
}

Record 2
{
  "formula": "C4H26N2O7",
  "method": "ωB97M-V/def2-TZVPD",
  "elements": ["C", "C", "C", "C", "N", "N", "H", "H", "H", "H", "H", "H", "H", "H", "H", "H", "H", "H", "H", "H", "O", "H", "H", "O", "H", "H", "O", "H", "H", "O", "H", "H", "O", "H", "H", "O", "H", "H", "O"],
  "positions_angstrom": [[1.30, -1.40, 0.34], [-0.12, -0.86, 0.13], [-0.25, -0.07, -1.13], [0.64, 0.17, -2.06], [-1.71, 0.22, -1.38], [1.73, -1.30, 1.80], [1.48, -2.46, 0.11], [1.96, -0.76, -0.23], [-0.68, -1.83, 0.08], [-0.49, -0.35, 1.06], [0.51, 0.76, -2.98], [1.67, -0.16, -2.09], [-2.28, 0.08, -0.53], [-1.98, -0.45, -2.12], [-1.68, 1.22, -1.70], [0.88, -1.30, 2.36], [2.40, -1.89, 2.29], [2.26, -0.37, 1.86], [-3.81, -2.00, 0.05], [-4.99, -1.44, 0.69], [-4.10, -1.16, 0.43], [1.68, -1.62, 4.59], [0.03, -1.73, 4.70], [0.81, -1.49, 4.20], [-0.99, -2.95, -3.80], [0.12, -1.69, -3.69], [-0.66, -2.15, -3.38], [0.59, 4.67, -2.54], [0.36, 3.92, -1.20], [0.60, 3.80, -2.12], [4.46, 0.68, 2.66], [3.38, 1.52, 2.07], [3.51, 0.65, 2.47], [-1.17, 2.77, -3.29], [-2.14, 2.53, -4.40], [-1.64, 2.04, -3.73], [0.11, 1.86, 3.74], [-1.37, 1.30, 3.47], [-0.44, 1.24, 3.24]],
  "e_above_lowest_kj_mol": 152.3,
  "lumo_energy_ev": -5.42,
  "molar_mass_da": 214.259,
  "orbital_gap_ev": 11.65,
  "total_charge": 2,
  "energy_ha": -803.59958
}

Record 3
{
  "formula": "C37H77BBrN3O3P",
  "method": "ωB97M-V/def2-TZVPD",
  "elements": ["C", "O", "C", "C", "C", "C", "C", "C", "C", "C", "C", "C", "C", "C", "C", "C", "N", "C", "C", "C", "C", "C", "N", "B", "C", "O", "C", "N", "C", "Br", "P", "C", "C", "O", "H", "H", "H", "H", "H", "H", "H", "H", "H", "H", "H", "H", "H", "H", "H", "H", "H", "H", "H", "H", "H", "H", "H", "H", "H", "H", "H", "H", "H", "H", "H", "H", "H", "H", "H", "H", "H", "H", "H", "H", "H", "H", "H", "H", "H", "H", "H", "H", "H", "C", "C", "C", "C", "C", "C", "H", "H", "H", "H", "H", "H", "H", "H", "H", "H", "H", "H", "H", "H", "C", "C", "C", "C", "C", "C", "H", "H", "H", "H", "H", "H", "H", "H", "H", "H", "H", "H", "H", "H"],
  "positions_angstrom": [[0.43, -4.24, -1.46], [-0.44, -4.14, -0.33], [-1.12, -2.89, -0.24], [-2.69, -3.02, -0.44], [-3.27, -4.08, 0.56], [-2.54, -4.15, 1.95], [-2.57, -2.79, 2.76], [-1.15, -2.53, 3.42], [-0.72, -1.02, 3.32], [0.85, -0.83, 3.53], [1.13, 0.65, 3.98], [1.18, 1.62, 2.74], [0.45, 3.00, 3.01], [0.48, 3.79, 1.66], [-0.43, 5.08, 1.63], [-0.89, 5.44, 0.15], [0.32, 5.39, -0.71], [0.60, 4.34, -1.56], [1.86, 4.64, -2.19], [2.23, 5.95, -1.66], [1.25, 6.42, -0.72], [-2.86, -3.63, -1.89], [-2.72, -2.51, -2.89], [-2.49, -3.01, -4.32], [-1.30, -2.35, -5.17], [-3.30, -3.99, -4.90], [-3.94, -1.63, -2.73], [-5.14, -2.10, -3.40], [-4.25, -1.37, -1.19], [-6.02, -2.17, -0.67], [-4.48, 0.54, -1.04], [-6.22, 0.89, -1.65], [-4.59, 0.80, 0.83], [-3.21, -1.69, -0.30], [0.31, -5.28, -1.87], [1.52, -4.18, -1.16], [0.19, -3.54, -2.30], [-0.87, -2.46, 0.77], [-0.72, -2.13, -0.97], [-4.36, -4.00, 0.75], [-3.12, -5.09, 0.07], [-3.12, -4.89, 2.57], [-1.51, -4.59, 1.88], [-2.93, -1.91, 2.17], [-3.29, -2.91, 3.62], [-0.35, -3.10, 2.86], [-1.11, -2.93, 4.47], [-1.25, -0.37, 4.06], [-0.92, -0.70, 2.26], [1.36, -1.07, 2.56], [1.24, -1.52, 4.31], [0.30, 0.96, 4.66], [2.11, 0.66, 4.52], [2.25, 1.77, 2.43], [0.68, 1.15, 1.84], [-0.60, 2.80, 3.34], [1.02, 3.59, 3.78], [1.52, 4.06, 1.35], [0.09, 3.11, 0.85], [-1.33, 5.03, 2.29], [0.23, 5.93, 1.96], [-1.69, 4.76, -0.22], [-1.27, 6.49, 0.14], [-0.08, 3.48, -1.61], [2.37, 3.96, -2.90], [3.16, 6.46, -1.97], [1.22, 7.35, -0.12], [-2.17, -4.48, -2.09], [-3.89, -4.08, -1.92], [-1.90, -1.92, -2.67], [-0.62, -1.82, -4.44], [-0.66, -3.11, -5.68], [-1.67, -1.55, -5.87], [-3.60, -3.68, -5.77], [-3.69, -0.64, -3.22], [-5.20, -1.80, -4.37], [-5.28, -3.10, -3.32], [-6.94, 0.63, -0.82], [-6.38, 1.98, -1.84], [-6.49, 0.26, -2.53], [-5.22, 1.69, 1.06], [-3.55, 0.88, 1.24], [-5.11, -0.11, 1.23], [0.72, -6.39, 8.43], [1.03, -7.31, 7.25], [2.31, -6.94, 6.51], [2.30, -5.56, 5.85], [1.18, -5.32, 4.85], [1.23, -6.26, 3.64], [0.56, -5.36, 8.10], [-0.18, -6.72, 8.94], [1.54, -6.40, 9.15], [0.18, -7.33, 6.56], [1.13, -8.34, 7.63], [2.51, -7.70, 5.75], [3.15, -6.99, 7.21], [3.27, -5.41, 5.35], [2.25, -4.79, 6.63], [1.25, -4.29, 4.49], [0.20, -5.41, 5.34], [2.18, -6.15, 3.11], [0.43, -6.02, 2.94], [1.12, -7.30, 3.94], [2.55, 7.58, -6.14], [3.46, 6.48, -5.61], [4.59, 7.01, -4.73], [5.58, 7.95, -5.42], [6.27, 7.38, -6.65], [7.14, 6.16, -6.34], [3.09, 8.29, -6.77], [1.74, 7.15, -6.73], [2.10, 8.14, -5.31], [3.87, 5.91, -6.45], [2.86, 5.78, -5.02], [5.14, 6.16, -4.31], [4.16, 7.53, -3.87], [6.34, 8.25, -4.69], [5.06, 8.87, -5.71], [6.91, 8.16, -7.09], [5.54, 7.12, -7.42], [7.91, 6.41, -5.61], [7.64, 5.81, -7.25], [6.55, 5.33, -5.95]],
  "e_above_lowest_kj_mol": 0.0,
  "lumo_energy_ev": -3.21,
  "molar_mass_da": 733.731,
  "orbital_gap_ev": 6.39,
  "total_charge": 1,
  "energy_ha": -4785.92446
}

Record 4
{
  "formula": "C2H5N3O2",
  "method": "ωB97M-V/def2-TZVPD",
  "elements": ["C", "C", "N", "N", "N", "O", "O", "H", "H", "H", "H", "H"],
  "positions_angstrom": [[-0.48, 0.54, -0.71], [0.35, 0.59, 0.51], [-1.24, 1.50, -1.09], [0.92, -1.34, -0.90], [-0.23, -0.13, 1.50], [-0.18, -0.59, -1.46], [1.65, -0.39, -0.18], [1.00, 1.50, 0.57], [-1.73, 1.38, -2.04], [0.58, -2.04, -0.15], [-0.45, -1.10, 1.46], [-0.19, 0.08, 2.49]],
  "e_above_lowest_kj_mol": 600.3,
  "lumo_energy_ev": 0.63,
  "molar_mass_da": 103.081,
  "orbital_gap_ev": 9.63,
  "smiles": "[H]/N=C1\\ONO[C@@H]1N",
  "total_charge": 0,
  "energy_ha": -393.79061
}

Record 5
{
  "formula": "C7H10",
  "method": "ωB97M-V/def2-TZVPD",
  "elements": ["C", "C", "C", "C", "C", "C", "C", "H", "H", "H", "H", "H", "H", "H", "H", "H", "H"],
  "positions_angstrom": [[-0.91, -0.95, -1.44], [-0.78, -0.75, 0.08], [-1.18, -1.79, 0.81], [-0.20, 1.08, 1.70], [0.10, 0.33, 0.51], [1.33, 0.56, -0.39], [1.76, 1.69, -0.96], [-0.03, -1.50, -1.78], [-1.04, -0.07, -2.00], [-1.87, -1.67, -1.57], [-0.87, -2.00, 1.93], [-2.14, -2.34, 0.45], [0.58, 1.56, 2.25], [-1.21, 1.03, 2.03], [1.92, -0.36, -0.67], [2.60, 1.66, -1.68], [1.32, 2.73, -0.80]],
  "e_above_lowest_kj_mol": 315.0,
  "lumo_energy_ev": 0.58,
  "molar_mass_da": 94.157,
  "orbital_gap_ev": 9.21,
  "smiles": "C=CC(=C)C(=C)C",
  "total_charge": 0,
  "energy_ha": -272.59804
}

Record 6
{
  "formula": "C9H23BNO3S",
  "method": "ωB97M-V/def2-TZVPD",
  "elements": ["N", "C", "C", "C", "C", "C", "S", "C", "C", "C", "C", "O", "B", "O", "O", "H", "H", "H", "H", "H", "H", "H", "H", "H", "H", "H", "H", "H", "H", "H", "H", "H", "H", "H", "H", "H", "H", "H"],
  "positions_angstrom": [[3.68, 0.70, -0.20], [3.54, -0.15, 1.02], [3.38, -1.63, 0.68], [1.99, -2.16, 0.98], [1.01, -1.48, 0.01], [-0.36, -2.12, 0.09], [-1.58, -1.40, -1.08], [-2.94, -0.77, -0.04], [-3.45, 0.65, -0.38], [-2.99, 1.72, 0.62], [-2.25, 2.92, 0.01], [-1.06, 3.26, 0.72], [-0.64, 0.00, -1.94], [-0.25, 1.14, -1.30], [-0.43, -0.23, -3.23], [2.93, 1.38, -0.21], [4.52, 1.27, -0.10], [4.39, 0.00, 1.67], [2.66, 0.21, 1.54], [4.13, -2.17, 1.25], [3.62, -1.78, -0.37], [1.96, -3.23, 0.80], [1.75, -1.91, 2.00], [1.46, -1.56, -0.97], [0.94, -0.45, 0.33], [-0.35, -3.19, -0.06], [-0.74, -1.94, 1.09], [-3.74, -1.47, -0.19], [-2.66, -0.84, 1.00], [-3.27, 0.94, -1.41], [-4.53, 0.58, -0.28], [-3.87, 2.11, 1.12], [-2.39, 1.29, 1.42], [-2.88, 3.80, 0.11], [-2.04, 2.78, -1.04], [-0.68, 2.45, 1.09], [0.72, 1.17, -1.21], [0.44, 0.11, -3.51]],
  "lumo_energy_ev": -3.66,
  "molar_mass_da": 236.166,
  "orbital_gap_ev": 8.98,
  "total_charge": 1,
  "energy_ha": -1060.04259
}